Entry 1:
6 unconnected molecules or ions with the total composition C30H77N5O11 in a non-equilibrium geometry, computed with ωB97M-V/def2-TZVPD.

```
123
Properties=species:S:1:pos:R:3:forces:R:3:mulliken_charge:R:1
C 19.604122 15.859095 15.424642 -1.12 1.51 0.09 -0.959
O 18.727000 14.788179 15.431536 -0.61 -1.45 0.67 -0.019
C 18.267605 14.363487 16.736760 -0.71 0.95 -0.36 -1.157
C 17.318965 13.190325 16.535314 -1.56 1.09 0.91 0.272
N 16.105884 13.723030 15.873185 0.19 0.24 -0.95 -0.330
C 15.032905 12.779974 15.578744 0.36 -0.23 2.06 -0.017
C 13.991378 13.283920 14.673774 -1.84 0.21 -1.88 -0.918
O 14.539107 13.353776 13.364327 -0.26 0.14 -0.87 -0.041
C 13.640949 13.739888 12.280477 1.78 -1.34 0.38 -0.855
H 19.106401 16.688720 15.963199 0.38 0.08 -0.13 0.333
H 19.743335 16.195947 14.385926 0.13 -0.32 0.34 0.243
H 20.539175 15.674469 15.916586 0.74 -0.35 0.19 0.345
H 17.769211 15.225372 17.280997 0.29 -0.82 -0.74 0.419
H 19.070302 14.043471 17.369431 1.01 -0.18 0.26 0.477
H 17.005595 12.771989 17.554265 0.48 0.49 -1.28 0.474
H 17.825525 12.429937 15.966935 0.22 -0.66 -0.31 -0.391
H 16.354705 14.153275 14.967992 0.20 -0.24 0.73 0.352
H 14.588239 12.472126 16.541482 -0.16 0.26 -0.15 0.497
H 15.361767 11.858609 15.155031 0.71 -0.77 -0.60 -0.252
H 13.519088 14.247408 14.886762 0.31 0.21 0.56 0.431
H 13.143588 12.568762 14.605860 0.31 0.07 0.44 0.277
H 13.288148 14.728783 12.441150 -0.22 1.12 -0.02 0.354
H 12.771331 13.087780 12.147996 0.10 -0.28 0.33 0.333
H 14.298837 13.619468 11.392058 -0.73 0.40 0.44 0.121
C 14.949219 11.773715 8.632189 -0.06 -0.16 0.49 -0.985
O 15.409322 12.173302 9.897658 0.88 0.85 0.46 -0.088
C 16.835844 12.051822 9.993871 0.38 -0.51 -1.32 -0.365
C 17.294862 12.724810 11.230318 -0.12 -0.05 2.42 -0.055
N 18.654442 12.357631 11.740568 -1.11 -0.51 -1.74 -0.375
C 18.847242 12.872789 13.065479 -1.28 -0.31 0.25 0.384
C 20.001924 12.133252 13.654349 -0.56 0.25 1.02 -1.413
O 19.705985 10.745216 13.763640 0.67 -0.58 0.14 -0.452
C 20.914478 9.992655 13.979853 -0.11 0.72 -1.53 -1.012
H 15.315262 12.412333 7.809319 -0.34 -0.04 0.28 0.349
H 13.858083 11.681697 8.715380 0.29 0.30 -0.33 0.170
H 15.361811 10.789710 8.528665 0.06 -0.86 -0.95 0.499
H 17.296206 12.454085 9.027302 -0.33 -0.59 1.23 0.241
H 17.132848 10.987878 10.168730 -0.32 0.25 -0.79 0.181
H 16.570042 12.375283 12.030342 0.34 0.69 -0.72 -0.246
H 17.226313 13.806281 11.153242 0.02 0.20 0.05 0.375
H 18.663870 11.341289 11.841805 -0.05 0.15 -0.25 0.370
H 17.906363 12.765749 13.667614 0.72 0.06 -0.13 -0.603
H 19.063984 13.924072 12.992254 0.23 0.52 0.24 0.573
H 20.174796 12.484089 14.672872 0.44 0.33 -0.02 0.429
H 20.827524 12.316370 12.987178 0.76 -0.19 -0.09 0.544
H 21.437713 9.997629 12.990042 -0.07 -0.38 0.80 0.353
H 20.702773 8.993818 14.336080 -0.27 -0.11 -0.10 0.202
H 21.547383 10.482845 14.706322 0.13 0.15 0.25 0.215
C 19.947676 6.423728 11.439455 0.37 -1.05 0.92 -0.558
O 18.601074 6.257577 11.872561 0.85 0.83 0.49 -0.407
C 18.366980 6.761321 13.230682 -0.22 -0.70 -2.30 0.405
C 16.866407 6.681986 13.279250 -1.09 0.32 0.28 -0.739
N 16.319864 7.270657 14.524560 0.50 -0.26 -0.56 0.677
C 16.318203 6.294429 15.610681 0.44 1.56 0.67 -1.027
C 15.895597 6.957363 16.931208 -0.02 0.42 0.39 -0.131
O 14.494613 7.330920 16.793882 0.08 -0.70 0.56 -0.313
C 13.864744 8.076044 17.869765 1.66 -0.88 -0.61 -0.773
H 20.589898 5.644148 11.974258 -0.44 1.10 -0.57 0.249
H 20.325631 7.446169 11.646452 -0.13 -0.47 -0.10 0.156
H 20.015095 6.206852 10.366243 -0.21 0.15 0.27 0.272
H 18.791035 7.757145 13.354587 -0.24 0.27 -0.09 -0.319
H 18.841207 6.100329 13.923836 0.44 -0.54 0.68 0.468
H 16.558122 5.636487 13.020691 0.19 0.35 0.94 0.336
H 16.477413 7.168272 12.388257 0.01 0.75 0.17 -0.154
H 15.445129 7.794982 14.405723 0.23 -0.83 -0.14 -0.157
H 17.346267 5.877276 15.705631 -0.66 0.23 0.09 0.469
H 15.634143 5.508339 15.423265 -0.73 -1.20 -0.25 0.495
H 16.481093 7.909705 17.037136 -0.29 -0.77 0.22 -0.064
H 16.131283 6.243459 17.798356 -0.67 1.03 -0.93 0.362
H 12.907992 8.399501 17.538608 -0.74 0.25 -0.67 0.247
H 14.503082 8.948417 18.002384 -0.13 0.16 0.76 0.317
H 13.663053 7.475541 18.775844 0.65 0.21 -0.23 0.290
C 19.106655 8.623712 17.024776 -1.18 -0.35 1.47 -0.721
O 20.387158 9.118759 17.011017 0.90 2.19 0.30 -0.251
C 20.468116 10.259756 17.964832 1.99 -0.74 -1.84 -0.419
C 21.936143 10.820096 17.703205 -1.64 -0.26 0.94 -0.353
N 22.986479 9.944135 18.150820 0.20 -1.33 0.15 -0.455
C 24.283222 10.340817 17.588542 -0.44 0.16 0.86 -0.518
C 25.411893 9.374142 17.866858 0.46 -0.59 1.41 -0.541
O 25.084707 8.079876 17.391678 0.36 -0.10 -0.87 -0.289
C 26.123887 7.144006 17.662947 -0.27 0.76 1.11 -0.752
H 18.974788 8.261518 18.070674 -0.78 0.04 -0.39 0.490
H 19.006688 7.736515 16.396845 0.02 0.35 -0.36 0.282
H 18.347797 9.427492 16.811277 0.43 -0.85 -0.09 0.102
H 20.363318 9.795548 18.954059 -0.09 0.57 0.04 0.466
H 19.695547 11.052435 17.731443 0.68 -0.95 0.26 0.168
H 22.048431 11.746470 18.256060 -0.10 0.47 -0.06 0.370
H 22.017329 11.013315 16.638027 -0.17 0.29 -0.37 0.021
H 22.763983 8.988705 17.854998 0.22 0.35 0.05 0.337
H 24.508494 11.323776 18.053125 0.21 -0.42 -0.52 0.317
H 24.181510 10.433291 16.518409 0.17 0.37 -0.72 0.279
H 25.571894 9.215731 18.963098 -0.09 0.69 -0.44 0.345
H 26.386573 9.742154 17.448998 -0.78 -0.22 0.05 0.381
H 26.028387 6.774665 18.686261 0.11 0.33 0.45 0.314
H 27.119339 7.621253 17.572806 -0.37 -0.50 -0.36 0.273
H 25.970096 6.243372 17.107966 0.13 -0.17 -1.05 0.250
C 13.411435 9.582911 14.517167 0.34 -0.99 -1.04 -0.528
O 13.935536 9.044743 13.278316 -0.57 0.28 0.44 -0.543
C 14.448304 10.002215 12.332276 -0.21 -0.87 -0.58 0.515
C 14.346497 9.330454 10.934307 0.55 1.13 1.29 -1.089
N 12.994543 9.414852 10.479412 -1.16 0.57 0.87 -0.044
C 12.797036 8.806265 9.186557 0.83 -1.13 1.62 -0.572
C 11.430807 8.953403 8.642973 -0.25 2.07 -1.08 -0.547
O 10.457905 8.234333 9.315084 0.25 -0.78 1.10 -0.277
C 9.174877 8.285473 8.758956 -0.17 0.68 0.03 -0.717
H 12.657252 10.356799 14.409727 -0.05 0.31 -0.54 0.435
H 14.254597 9.982008 15.065941 0.01 0.02 0.66 0.042
H 12.902656 8.734441 14.996193 0.55 0.26 0.15 0.285
H 15.481634 10.229590 12.510229 0.57 0.04 0.45 -0.098
H 13.887346 10.919775 12.448520 -0.26 0.31 -0.45 0.059
H 14.696764 8.296015 11.112229 0.09 0.07 -0.39 0.557
H 15.028364 9.873106 10.234076 -0.53 -0.68 0.61 0.019
H 12.380928 9.055347 11.233555 0.37 0.09 -0.97 0.280
H 13.155054 7.767639 9.302868 -0.31 -0.16 -0.80 0.381
H 13.470526 9.344865 8.543351 0.29 -0.02 -0.68 0.252
H 11.470222 8.679002 7.573881 -0.24 0.01 0.12 0.391
H 11.270446 10.095165 8.700799 -0.36 -1.36 -0.17 0.225
H 9.236552 7.939151 7.715737 -0.36 0.47 0.03 0.304
H 8.775438 9.320170 8.902417 0.08 -0.60 -0.68 0.287
H 8.494784 7.618143 9.296701 0.40 -0.04 0.08 0.231
O 17.044343 10.451273 14.070307 -1.16 -1.04 0.82 0.742
H 17.994780 10.348749 14.027411 0.79 0.05 -0.01 0.006
H 16.739695 9.627621 14.531242 0.36 0.73 -0.65 -0.072
```
Forces are in eV/Å.

* HOMO-LUMO gap: 8.980 eV
* E_LUMO: 0.75 eV
* multiplicity: 1
* energy above the lowest of the compared OMol25 structures with the same formula, charge and spin: 1.197 eV
* E: -62323.744 eV

---

Entry 2:
A molecular structure, C26H44BaBrNOP2 in a non-equilibrium geometry, computed with ωB97M-V/def2-TZVPD.

```
76
Properties=species:S:1:pos:R:3:forces:R:3:mulliken_charge:R:1
N -5.298777 4.726804 -3.589373 -0.44 -0.04 -0.48 -0.556
C -4.499919 5.262453 -2.678528 1.17 -0.47 0.25 -0.352
C -3.167346 4.832994 -2.475437 -0.48 -0.30 -0.79 -0.431
C -2.657279 3.797741 -3.314628 -0.85 0.42 1.29 0.007
C -3.575682 3.174172 -4.184816 -0.21 0.45 -0.11 -0.160
C -4.866219 3.710618 -4.342042 1.24 0.06 1.21 -0.448
C -1.218217 3.476065 -3.353158 0.24 -0.01 -0.67 -0.507
Ba 0.988666 2.952052 -1.871876 -0.05 -0.45 0.83 1.760
P 4.100180 1.210145 -1.394519 2.88 -1.92 0.08 -0.088
C -0.641719 2.261162 -3.765662 -2.19 -0.19 -0.71 -1.405
C -0.900797 0.951877 -3.218878 0.58 1.47 -1.02 0.951
C -0.196092 -0.146524 -3.777287 0.00 -0.94 -0.11 -1.228
C -0.273102 -1.406346 -3.283479 0.33 0.51 0.01 -1.179
C -0.904364 -1.685671 -1.975409 -1.37 0.54 -0.52 0.587
C -1.809579 -0.569153 -1.531571 0.01 0.74 -0.13 -1.587
C -1.787603 0.661204 -2.136001 -0.37 -0.65 0.63 -0.384
Br 0.567796 -1.907337 -0.641698 1.15 0.23 0.81 0.051
H -0.571428 4.391497 -3.418452 -0.63 -0.39 -0.76 0.990
H 0.044468 2.344132 -4.634739 0.48 -0.36 0.93 0.234
H -2.553583 5.314630 -1.701117 -0.19 -0.17 -0.50 0.288
H -3.281179 2.329709 -4.801107 0.13 0.19 -0.01 0.395
H -4.908248 6.076546 -2.077221 0.05 -0.22 -0.14 0.370
H -5.536850 3.300246 -5.079989 -0.20 -0.01 -0.04 0.391
H 0.409474 0.045126 -4.656589 0.01 -0.13 -0.05 0.548
H -2.500435 1.433595 -1.827487 0.31 -0.25 0.15 0.650
H 0.337697 -2.185432 -3.711164 0.02 0.03 -0.10 0.494
H -2.439298 -0.703805 -0.638465 0.26 -0.11 -0.55 0.802
P -1.741295 -3.357984 -1.910904 1.01 1.41 0.48 1.300
C 3.698149 2.933094 -1.109073 -1.21 0.91 0.38 -0.033
C 4.723592 3.932821 -0.567979 0.45 0.17 0.02 -1.697
H 2.879505 2.910421 -0.345347 0.34 0.67 -0.45 0.126
H 3.418743 3.305944 -2.118565 0.00 0.24 0.48 0.472
H 4.185926 4.866860 -0.372693 0.08 -0.08 0.01 0.371
H 5.172275 3.633290 0.384582 -0.04 -0.16 -0.27 0.355
H 5.516629 4.186344 -1.284817 -0.18 -0.40 0.19 0.376
C 3.097193 0.116622 -2.481104 -0.88 0.53 -0.36 0.481
C 3.996980 -1.108786 -2.768004 0.19 -0.08 -0.22 -1.427
H 2.793964 0.631913 -3.402579 0.13 -0.25 -0.15 0.374
H 2.192918 -0.229179 -1.954102 0.12 0.20 -0.44 -0.418
H 3.648633 -1.660770 -3.650768 -0.06 0.15 0.23 0.393
H 5.040352 -0.810679 -2.962232 -0.43 -0.04 0.07 0.443
H 4.005365 -1.814391 -1.922888 -0.05 0.33 -0.18 0.282
C 3.690553 0.318397 0.153894 0.34 0.14 0.44 0.613
C 4.961413 -0.265091 0.786206 0.08 -0.07 0.49 -1.417
H 2.968087 -0.479861 -0.053922 0.16 0.19 -0.01 -0.570
H 3.205113 1.022908 0.839128 0.00 -0.12 0.21 0.343
H 4.697869 -0.950786 1.600291 0.11 0.14 -0.09 0.381
H 5.584468 -0.818855 0.070596 -0.31 0.18 0.08 0.333
H 5.588966 0.531383 1.208425 -0.13 -0.21 -0.13 0.375
C -1.993088 -3.639096 -0.138357 -0.22 0.29 0.48 -0.540
C -1.601752 -4.998036 0.417428 -0.01 -0.32 0.18 -1.566
H -3.039634 -3.393053 0.078091 0.20 -0.19 -0.05 0.513
H -1.380832 -2.886849 0.392221 -0.49 -0.28 -0.41 0.312
H -2.108916 -5.820038 -0.085017 -0.02 -0.07 0.01 0.399
H -0.522407 -5.162911 0.357406 -0.12 0.03 -0.04 0.350
H -1.878840 -5.033117 1.475984 0.05 -0.05 -0.20 0.423
C -0.469728 -4.433752 -2.631168 -0.03 -0.43 0.00 -0.572
C -0.518699 -4.632217 -4.146749 0.06 -0.29 -0.27 -1.265
H -0.528843 -5.390947 -2.100048 0.02 0.06 -0.17 0.580
H 0.496419 -3.987869 -2.350397 -0.38 -0.08 0.13 0.378
H -1.386293 -5.223061 -4.449466 0.12 0.05 -0.02 0.397
H -0.528424 -3.692314 -4.697808 -0.16 -0.07 0.05 0.311
H 0.388911 -5.164633 -4.467857 -0.35 0.04 0.16 0.389
C -3.281148 -3.123017 -2.819683 0.02 0.09 -0.24 -0.694
C -4.501360 -2.712880 -1.983051 0.26 -0.09 0.04 -1.257
H -3.450691 -4.033455 -3.375129 -0.25 -0.39 -0.18 0.605
H -3.065131 -2.346050 -3.567018 0.09 -0.18 0.09 0.427
H -4.411615 -1.680656 -1.646971 0.00 -0.04 0.04 0.296
H -5.387703 -2.783471 -2.606479 -0.07 -0.03 0.00 0.440
H -4.630496 -3.356314 -1.111896 -0.19 0.03 -0.17 0.360
C -0.290454 1.698629 1.405196 0.07 0.21 0.38 -0.503
O 0.037606 2.822751 0.525646 -0.40 0.06 0.75 -0.423
H 0.002114 1.911517 2.452438 -0.07 -0.03 -0.68 0.350
H 0.247014 0.829386 1.039949 0.12 0.00 -0.05 0.099
H -1.357925 1.495358 1.355287 -0.03 0.05 -0.01 0.322
H -0.392146 3.607988 0.906393 0.17 -0.27 -0.11 0.218
```
Forces are in eV/Å.

* HOMO-LUMO gap (spin up / spin down): 5.735 / 5.734 eV
* total charge: +2
* E_LUMO (spin up / spin down): -6.27 / -6.27 eV
* multiplicity: 1
* energy above the lowest of the compared OMol25 structures with the same formula, charge and spin: 0.000 eV
* E: -120510.741 eV

---

Entry 3:
2 unconnected molecules or ions with the total composition C6H12NOS in a non-equilibrium geometry, computed with ωB97M-V/def2-TZVPD.

```
21
Properties=species:S:1:pos:R:3:forces:R:3:mulliken_charge:R:1
C 0.890712 1.347984 1.412008 5.77 -0.22 -0.18 -0.560
C 1.880570 1.070274 0.598998 -1.89 -0.33 0.12 0.797
C -2.348682 -1.544874 0.123207 -0.26 0.22 0.42 -0.857
C -2.830494 -0.187515 0.462351 -1.15 0.49 1.06 -0.401
C -0.416515 -0.381840 -0.697972 0.50 1.86 -1.34 -0.693
C 3.420284 1.666220 -1.017230 0.35 4.33 -0.78 -0.601
N -0.895256 -1.577031 0.027818 0.80 0.36 1.19 -0.166
O 2.781474 0.743020 -0.182094 -0.89 -1.73 1.45 -0.230
S -1.590067 0.923455 -0.174190 0.57 -0.20 -0.74 -0.142
H 1.109949 1.671573 2.406001 -0.17 0.24 0.57 0.327
H 0.002985 1.413153 0.905104 -3.08 0.05 -0.66 0.123
H -2.645802 -2.274171 0.797321 -0.75 -1.40 1.49 0.471
H -2.716112 -1.806935 -0.796294 -0.76 -0.74 -2.46 0.397
H -3.789181 0.019479 -0.004211 -0.04 -0.13 -0.29 0.321
H -3.052711 -0.101808 1.534831 0.55 0.28 -0.12 0.346
H -0.490315 -0.435786 -1.819102 -0.15 -0.75 1.24 0.260
H 4.493952 1.741847 -0.764298 -0.67 -0.50 -0.32 0.286
H 2.950494 2.671337 -0.799183 0.72 -0.83 0.01 0.323
H 3.190429 1.584656 -2.088201 0.24 -1.11 0.45 0.302
H -0.535302 -1.500369 1.016854 -0.08 -0.42 -1.26 0.359
H -0.626523 -2.483822 -0.375640 0.38 0.52 0.13 0.338
```
Forces are in eV/Å.

* HOMO-LUMO gap: 6.979 eV
* total charge: +1
* E_LUMO: -3.73 eV
* multiplicity: 1
* energy above the lowest of the compared OMol25 structures with the same formula, charge and spin: 5.863 eV
* E: -20776.608 eV

---

Question: Number 3 is which compound?
Answer: C6H12NOS

---

Question: energy above the lowest of the compared OMol25 structures with the same formula, charge and spin of number 2 (C26H44BaBrNOP2)?
Answer: 0.000 eV

---

Question: Which formula does entry 2 have?
Answer: C26H44BaBrNOP2